(1)
This record from OMol25 describes a 2-piece molecular cluster, C4H5NO overall at a distorted geometry. The level of theory is ωB97M-V with the def2-TZVPD basis set.

HOMO energy	-10.2	eV
ΔE to the lowest compared entry with this formula, charge and spin	291.5	kJ/mol
LUMO	0.2	eV
structure (SMILES)	N#CC1=CC1.O
calculated total energy	-285.303565	hartree

Last column: Mulliken charge in e.
CARTESIAN COORDINATES (ANGSTROEM)
N: 2.620 -1.012 -0.245  -0.427
C: 1.494 -0.806 -0.428  0.213
C: 0.123 -0.545 -0.620  0.247
C: -0.825 0.068 -1.256  -0.415
C: -1.263 -0.747 -0.077  -0.377
H: -1.115 0.734 -2.055  0.352
H: -1.519 -0.249 0.860  0.201
H: -1.759 -1.704 -0.247  0.219
O: 0.490 1.320 1.640  -0.661
H: 1.439 1.144 1.609  0.315
H: 0.315 1.794 0.818  0.331

---

(2)
This record from OMol25 describes a 3-piece molecular cluster, C2H4ClNO3 overall at a distorted geometry. The level of theory is ωB97M-V with the def2-TZVPD basis set.

HOMO energy	-10.8	eV
ΔE to the lowest compared entry with this formula, charge and spin	108.3	kJ/mol
LUMO	0.0	eV
structure (SMILES)	O=C(O)O.C#N.Cl
calculated total energy	-819.268994	hartree

Last column: Mulliken charge in e.
CARTESIAN COORDINATES (ANGSTROEM)
O: 1.624 1.795 0.032  -0.614
C: 2.476 0.944 -0.076  0.723
O: 3.119 0.650 -1.196  -0.456
O: 2.960 0.136 0.891  -0.423
H: 3.067 1.329 -1.952  0.387
H: 2.314 -0.032 1.592  0.354
C: -1.487 1.446 -0.042  0.229
N: -2.576 1.040 -0.177  -0.492
H: -0.378 1.793 -0.032  0.203
Cl: -4.994 -0.567 0.352  -0.282
H: -3.945 -0.077 0.061  0.372

---

(3)
This record from OMol25 describes C35H30GeHfN3O5Te4 as an isolated structure. The level of theory is ωB97M-V with the def2-TZVPD basis set.

HOMO energy	-3.2	eV
ΔE to the lowest compared entry with this formula, charge and spin	0.0	kJ/mol
LUMO	1.5	eV
calculated total energy	-5089.533285	hartree
charge	-1

Last column: Mulliken charge in e.
CARTESIAN COORDINATES (ANGSTROEM)
Hf: -1.394 -1.366 1.676  0.104
O: 0.777 -4.057 4.166  -0.665
C: 0.076 -3.584 3.302  -0.032
N: -0.944 -2.666 3.424  0.056
C: -1.264 -2.126 4.651  -0.192
O: -0.652 -2.107 5.691  -0.644
C: -2.663 -1.537 4.564  0.667
C: -3.392 -1.293 5.714  -0.784
C: -4.707 -0.882 5.576  -0.308
C: -5.236 -0.723 4.304  -0.885
C: -4.427 -0.958 3.208  -0.110
N: -3.159 -1.355 3.338  0.311
C: 0.210 -4.069 1.872  0.511
C: 1.097 -5.086 1.584  -0.596
C: 1.191 -5.515 0.268  -0.419
C: 0.416 -4.899 -0.699  -0.722
C: -0.416 -3.853 -0.333  0.107
N: -0.514 -3.445 0.934  0.389
H: -2.915 -1.452 6.670  0.532
H: -5.323 -0.699 6.448  0.413
H: -6.265 -0.430 4.152  0.430
H: -4.794 -0.842 2.196  0.386
H: 1.668 -5.518 2.393  0.568
H: 1.862 -6.322 0.002  0.421
H: 0.443 -5.206 -1.735  0.477
H: -1.015 -3.330 -1.073  -0.256
Te: -4.249 -4.064 1.148  -0.274
Te: -6.125 -5.414 -0.186  -0.503
Te: -2.818 -2.433 -2.805  -0.724
Te: -3.622 -1.780 -0.319  0.028
C: -2.990 1.941 1.590  -1.606
C: -2.209 0.696 1.775  1.473
O: -1.233 0.651 2.556  -0.617
H: -2.642 2.755 2.227  0.327
H: -4.043 1.717 1.776  0.411
H: -2.925 2.220 0.536  0.288
O: 0.842 -1.112 1.726  -0.830
C: 0.857 -0.908 0.477  1.887
O: -0.249 -0.686 -0.108  -0.011
C: 2.127 -1.066 -0.305  -1.264
C: 1.987 -0.659 -1.766  -1.087
Ge: 1.826 1.275 -2.067  2.034
C: 0.509 1.619 -3.453  -0.479
C: -0.702 0.927 -3.417  0.480
C: -1.681 1.164 -4.372  -0.696
C: -1.459 2.103 -5.370  -0.448
C: -0.256 2.796 -5.418  -0.670
C: 0.724 2.553 -4.465  -0.366
C: 1.297 2.255 -0.457  -0.252
C: 0.119 3.001 -0.445  -0.303
C: -0.232 3.757 0.665  -0.710
C: 0.576 3.757 1.793  -0.419
C: 1.747 3.014 1.800  -0.777
C: 2.109 2.283 0.677  0.043
C: 3.565 2.026 -2.576  0.082
C: 3.801 3.390 -2.394  -0.270
C: 5.009 3.965 -2.767  -0.672
C: 6.008 3.179 -3.324  -0.445
C: 5.792 1.822 -3.509  -0.625
C: 4.580 1.254 -3.139  -0.581
H: 2.369 -2.132 -0.216  0.386
H: 2.919 -0.540 0.231  0.262
H: 1.096 -1.128 -2.187  0.271
H: 2.842 -1.028 -2.335  0.696
H: -0.898 0.178 -2.655  -0.007
H: -2.603 0.597 -4.328  0.392
H: -2.220 2.289 -6.118  0.363
H: -0.079 3.523 -6.202  0.381
H: 1.664 3.092 -4.515  0.350
H: -0.525 2.998 -1.318  0.372
H: -1.142 4.345 0.650  0.486
H: 0.292 4.332 2.666  0.371
H: 2.380 3.005 2.678  0.411
H: 3.046 1.737 0.690  0.302
H: 3.034 4.011 -1.944  0.387
H: 5.171 5.025 -2.617  0.390
H: 6.953 3.624 -3.612  0.364
H: 6.568 1.202 -3.942  0.394
H: 4.430 0.193 -3.298  0.244

---

(4)
This record from OMol25 describes a 14-piece molecular cluster, C57H106O42 overall at a distorted geometry. The level of theory is ωB97M-V with the def2-TZVPD basis set.

HOMO energy	-8.9	eV
LUMO	-0.2	eV
calculated total energy	-5395.179296	hartree

Last column: Mulliken charge in e.
CARTESIAN COORDINATES (ANGSTROEM)
C: 22.919 15.115 19.122  -0.228
C: 21.624 15.334 19.940  0.994
O: 22.113 15.240 21.240  -0.252
C: 23.433 15.291 21.305  0.568
O: 23.990 15.196 22.390  -0.597
O: 23.926 15.468 20.090  -0.375
H: 22.933 15.892 18.357  0.338
H: 22.934 14.135 18.646  0.144
H: 20.933 14.543 19.647  -0.485
H: 21.082 16.206 19.572  -0.176
C: 11.062 14.641 21.407  0.598
C: 10.240 14.426 22.598  0.046
O: 8.993 14.440 21.986  -0.411
C: 8.991 15.170 20.937  0.418
O: 7.997 15.569 20.360  -0.653
O: 10.180 15.331 20.549  0.050
H: 11.313 13.719 20.883  0.382
H: 11.971 15.206 21.614  -0.617
H: 10.347 15.130 23.423  -0.091
H: 10.347 13.424 23.015  0.281
C: 11.738 22.603 20.980  -0.115
C: 11.138 22.233 22.339  -0.280
O: 12.091 21.400 22.966  -0.256
C: 13.233 21.555 22.257  0.528
O: 14.294 21.019 22.661  -0.571
O: 13.112 22.245 21.105  -0.124
H: 11.582 23.664 20.785  0.368
H: 11.294 22.088 20.129  0.001
H: 10.197 21.739 22.099  0.178
H: 10.971 23.071 23.016  0.340
C: 17.460 19.690 22.724  1.075
C: 16.912 18.961 23.953  1.501
O: 17.768 19.482 24.929  -0.425
C: 18.327 20.663 24.506  0.504
O: 19.065 21.411 25.148  -0.624
O: 18.064 20.853 23.217  -0.423
H: 16.619 19.907 22.065  -0.567
H: 18.136 19.157 22.056  -0.202
H: 17.088 17.916 23.697  -0.684
H: 15.841 19.150 24.020  -0.073
C: 13.590 14.000 18.152  0.953
C: 13.393 12.508 17.749  -0.112
O: 14.407 12.277 16.792  -0.286
C: 15.302 13.245 16.893  -0.161
O: 16.241 13.359 16.068  -0.799
O: 14.925 14.213 17.725  0.887
H: 13.441 14.016 19.231  -0.273
H: 12.940 14.661 17.578  -0.609
H: 12.428 12.368 17.262  0.421
H: 13.589 11.794 18.549  -0.097
C: 16.677 23.262 18.290  -0.510
C: 15.201 23.134 17.981  -0.312
O: 14.926 21.850 18.586  -0.140
C: 16.019 21.283 18.990  0.003
O: 16.060 20.119 19.402  0.121
O: 17.087 22.023 18.737  -0.325
H: 16.818 23.931 19.139  0.292
H: 17.301 23.573 17.451  0.314
H: 15.080 23.070 16.900  0.281
H: 14.670 23.961 18.452  0.231
C: 18.087 17.826 18.428  1.181
C: 18.207 18.633 17.170  0.397
O: 19.173 17.923 16.467  -0.431
C: 19.433 16.752 17.009  0.273
O: 20.294 15.971 16.693  -0.573
O: 18.693 16.614 18.113  0.005
H: 17.027 17.693 18.643  -0.739
H: 18.567 18.213 19.327  -0.293
H: 18.611 19.620 17.399  0.311
H: 17.322 18.613 16.535  -0.103
C: 14.864 10.659 22.507  -0.502
C: 14.208 11.207 21.250  0.359
O: 13.107 11.829 21.739  -0.250
C: 13.183 11.974 23.062  0.637
O: 12.330 12.527 23.723  -0.542
O: 14.306 11.371 23.579  -0.266
H: 15.929 10.756 22.295  0.225
H: 14.742 9.581 22.614  0.221
H: 13.920 10.362 20.625  0.393
H: 14.957 11.820 20.750  -0.307
C: 13.816 16.946 19.816  -0.131
C: 13.859 18.158 20.752  2.149
O: 15.241 18.040 21.293  0.187
C: 15.756 16.905 21.036  -0.485
O: 16.869 16.466 21.397  -0.174
O: 14.932 16.136 20.265  0.491
H: 13.830 17.327 18.795  0.021
H: 12.933 16.346 20.036  -0.264
H: 13.130 17.970 21.540  -1.436
H: 13.738 19.158 20.337  -0.231
C: 13.312 13.145 27.108  -0.534
O: 14.670 13.472 27.208  -0.323
C: 15.594 12.489 26.946  -0.033
C: 17.082 12.972 27.116  -0.819
O: 17.375 14.120 26.236  -0.095
C: 18.660 14.361 25.673  -0.868
C: 18.745 15.690 24.969  0.486
O: 19.988 15.758 24.300  -0.444
C: 20.014 16.773 23.279  -0.185
H: 13.037 12.129 27.392  0.362
H: 12.953 13.224 26.082  0.005
H: 12.837 13.865 27.775  0.287
H: 15.562 12.281 25.876  -0.060
H: 15.411 11.594 27.539  0.485
H: 17.617 12.047 26.901  0.387
H: 17.278 13.287 28.141  0.324
H: 18.910 13.530 25.014  0.202
H: 19.448 14.242 26.416  0.425
H: 18.529 16.520 25.642  0.450
H: 17.931 15.613 24.249  -0.377
H: 21.054 16.878 22.971  0.348
H: 19.735 17.750 23.674  0.151
H: 19.386 16.496 22.432  -0.101
C: 21.529 9.035 17.464  -0.694
O: 20.161 9.578 17.469  -0.401
C: 19.931 10.860 16.885  -0.404
C: 20.426 12.063 17.873  -0.295
O: 19.590 12.207 18.997  -0.561
C: 18.432 12.860 18.677  -1.340
C: 17.796 13.497 19.916  1.627
O: 17.622 12.539 21.022  -0.382
C: 17.953 13.127 22.300  -0.948
H: 22.159 9.525 18.206  0.268
H: 21.897 9.018 16.439  0.310
H: 21.414 7.987 17.741  0.264
H: 18.857 10.927 16.713  0.059
H: 20.464 10.853 15.934  0.471
H: 20.680 12.933 17.267  0.210
H: 21.408 11.689 18.161  0.480
H: 17.780 12.060 18.326  0.668
H: 18.371 13.534 17.822  0.474
H: 16.770 13.811 19.726  -0.504
H: 18.518 14.268 20.185  -0.333
H: 17.484 14.081 22.542  0.247
H: 19.029 13.276 22.387  0.428
H: 17.758 12.493 23.165  0.320
C: 11.673 10.896 14.966  -0.850
O: 11.155 12.207 15.232  -0.173
C: 10.697 12.911 14.098  -0.068
C: 9.882 14.136 14.578  -0.771
O: 10.557 14.909 15.550  -0.314
C: 11.781 15.586 15.196  0.196
C: 11.739 16.433 13.924  -0.009
O: 10.912 17.550 14.172  -0.301
C: 11.035 18.618 13.295  -0.599
H: 12.440 10.806 14.197  0.343
H: 10.812 10.238 14.851  0.353
H: 12.219 10.539 15.840  0.221
H: 10.185 12.275 13.377  0.561
H: 11.488 13.294 13.453  -0.187
H: 8.925 13.749 14.929  0.424
H: 9.618 14.670 13.665  0.356
H: 12.590 14.880 15.007  -0.254
H: 12.097 16.107 16.100  -0.050
H: 11.433 15.855 13.052  0.395
H: 12.739 16.778 13.659  0.091
H: 10.846 18.394 12.245  0.304
H: 12.045 19.006 13.430  0.054
H: 10.440 19.459 13.653  0.319
C: 13.631 16.339 24.145  -0.488
O: 12.362 16.642 23.697  0.186
C: 11.773 17.839 24.087  -0.611
C: 10.440 18.079 23.328  -1.094
O: 10.677 18.240 21.983  0.502
C: 9.495 18.459 21.191  -1.118
C: 9.866 18.572 19.719  -0.537
O: 10.735 19.697 19.655  -0.252
C: 11.627 19.609 18.595  -0.469
H: 14.295 17.183 23.957  0.107
H: 13.932 15.425 23.633  -0.087
H: 13.573 16.060 25.197  0.402
H: 12.405 18.702 23.876  0.097
H: 11.606 17.964 25.156  0.497
H: 9.958 18.970 23.730  0.371
H: 9.740 17.274 23.549  0.384
H: 9.037 19.409 21.465  0.410
H: 8.788 17.699 21.523  0.473
H: 8.990 18.734 19.091  0.506
H: 10.300 17.649 19.335  0.119
H: 12.395 18.843 18.704  -0.043
H: 12.304 20.463 18.608  -0.030
H: 11.107 19.433 17.653  0.607
C: 14.925 19.436 14.874  -1.165
O: 14.926 18.008 14.843  0.171
C: 15.623 17.440 13.748  -1.274
C: 15.710 15.868 13.881  0.487
O: 14.591 15.269 13.217  -0.257
C: 14.769 13.894 12.954  0.375
C: 15.284 13.642 11.511  -0.850
O: 16.569 14.114 11.306  -0.276
C: 16.969 14.161 9.887  -0.800
H: 15.823 20.025 15.060  0.386
H: 14.327 19.673 15.754  0.342
H: 14.387 19.908 14.052  0.293
H: 16.624 17.864 13.657  0.606
H: 15.165 17.527 12.762  0.279
H: 15.576 15.535 14.911  -0.385
H: 16.666 15.431 13.594  0.466
H: 13.744 13.527 13.012  -0.360
H: 15.401 13.453 13.725  0.143
H: 14.671 14.132 10.755  0.411
H: 15.249 12.587 11.240  0.420
H: 16.273 14.848 9.407  0.339
H: 16.845 13.204 9.380  0.301
H: 17.997 14.476 9.706  0.253